Record 1
{
  "formula": "C20H24N2O4P2Ru",
  "method": "wB97M-V/def2-TZVPD",
  "elements": ["Ru", "P", "P", "O", "O", "O", "O", "N", "N", "C", "C", "C", "C", "C", "C", "C", "C", "C", "C", "C", "C", "C", "C", "C", "C", "C", "C", "C", "C", "H", "H", "H", "H", "H", "H", "H", "H", "H", "H", "H", "H", "H", "H", "H", "H", "H", "H", "H", "H", "H", "H", "H", "H"],
  "coordinates": [[-0.1348, -0.2871, 1.7139], [-0.1086, -2.2164, 0.8812], [-1.9205, 0.7778, 1.1679], [-0.9661, -0.9128, 3.5026], [0.0860, 0.9307, 4.1499], [2.0676, 1.3036, 0.4432], [-1.0566, -0.2001, 5.6370], [-0.6416, -0.0369, 4.5123], [0.1793, 0.0806, -1.5251], [-1.5661, -3.2464, 1.1945], [1.5994, -1.8294, -1.2756], [1.2469, -3.0236, 1.8169], [1.4738, -0.4649, -1.6187], [-0.1172, 4.2478, -1.7844], [1.6491, 1.1311, -3.2244], [1.1890, 0.6859, 0.8196], [0.1443, 1.4884, -1.5656], [-1.1297, 3.4877, -1.1644], [-1.0574, 2.0897, -1.1268], [-1.9896, 2.4032, 1.9730], [-3.4393, -0.0772, 1.6574], [-2.1490, 1.1657, -0.6228], [2.4627, 0.1989, -2.4120], [3.7397, -0.4122, -2.5138], [0.9719, 3.6124, -2.4293], [3.9514, -1.6801, -1.9170], [0.3314, -2.5574, -0.8635], [1.0889, 2.1980, -2.3674], [2.8824, -2.3873, -1.3261], [-1.9952, 4.0050, -0.7159], [1.7017, 4.2038, -2.9980], [-3.0309, 2.6819, 2.1794], [-1.3349, -4.3157, 1.1077], [-3.2834, -0.5149, 2.6525], [3.0574, -3.4008, -0.9249], [0.9725, -4.0526, 2.0819], [2.1719, -3.0249, 1.2260], [0.7943, 0.5493, -3.1608], [-2.3591, -2.9949, 0.4813], [0.4018, -3.6410, -1.0382], [-4.2827, 0.6226, 1.6980], [-3.6638, -0.8844, 0.9523], [4.5482, 0.0826, -3.0695], [2.0014, 1.3975, -4.2645], [4.9393, -2.1523, -1.9563], [-0.2115, 5.3386, -1.8021], [-2.0592, 0.2012, -1.1330], [-1.4313, 2.3536, 2.9163], [-1.9387, -3.0474, 2.2068], [1.4074, -2.4352, 2.7337], [-1.5264, 3.1588, 1.3294], [-3.1601, 1.5673, -0.7821], [-0.5060, -2.1677, -1.4527]],
  "total_charge": 2,
  "spin_multiplicity": 5,
  "e_homo_ev": [-13.22, -15.74],
  "s_squared": 6.045,
  "lumo_ev": [-7.0237, -10.6351],
  "orbital_gap_ev": [6.19, 5.10]
}

Record 2
{
  "formula": "C38H37N6OSbSe4SiV",
  "method": "wB97M-V/def2-TZVPD",
  "elements": ["Sb", "Se", "Se", "Se", "Se", "V", "Si", "O", "N", "N", "N", "N", "N", "N", "C", "C", "C", "C", "C", "C", "C", "C", "C", "C", "C", "C", "C", "C", "C", "C", "C", "C", "C", "C", "C", "C", "C", "C", "C", "C", "C", "C", "C", "C", "C", "C", "C", "C", "C", "C", "C", "C", "H", "H", "H", "H", "H", "H", "H", "H", "H", "H", "H", "H", "H", "H", "H", "H", "H", "H", "H", "H", "H", "H", "H", "H", "H", "H", "H", "H", "H", "H", "H", "H", "H", "H", "H", "H", "H"],
  "coordinates": [[-0.4138, 2.9063, 2.1294], [-1.6966, 1.8330, 0.1991], [-1.2691, 2.1703, 4.3010], [1.6182, 1.5835, 1.4186], [-0.1422, 5.2926, 1.6958], [0.0546, -0.0867, 0.1933], [0.1252, 0.9509, -2.2932], [-0.8147, -1.5504, -1.1755], [4.3768, -0.2804, -1.0643], [2.0870, -1.8616, 1.8102], [2.2302, -0.7540, -0.2572], [-0.3985, -3.4590, -0.0732], [0.8022, -1.4846, 1.7105], [-1.7044, -1.0713, 1.3459], [1.2795, 2.4386, -2.5757], [-3.1205, -5.1246, -0.5243], [1.2922, -1.5100, -3.4744], [3.0269, -0.1523, -1.0674], [2.8105, -1.4849, 0.8044], [-2.5549, 0.4779, -3.1749], [4.2439, -1.7744, 0.7857], [0.6706, -0.8512, -6.0846], [-1.8327, -3.5066, -2.0531], [1.1872, 3.5268, -1.6983], [0.3388, 0.0037, -5.0408], [-3.1755, -3.8829, -1.4117], [1.6298, -2.3754, -4.5102], [6.4035, -1.3187, -0.2255], [-1.5714, 1.4618, -3.0185], [7.0125, -2.1668, 0.6887], [-4.1322, 2.0909, -4.0054], [-1.3765, -1.6630, 2.5251], [6.2428, -2.8188, 1.6447], [-3.1709, 3.0806, -3.8615], [0.6419, -0.2923, -3.7019], [1.3215, -2.0484, -5.8218], [0.0031, -1.8550, 2.7271], [-1.9083, 2.7668, -3.3741], [3.0793, 4.5934, -2.7314], [-3.8196, 0.7824, -3.6595], [3.1983, 3.5257, -3.6103], [-3.6883, -2.0289, 3.0439], [-0.9575, -2.7727, -1.0712], [-2.1855, -5.0226, 0.6805], [-4.0162, -1.4867, 1.7898], [-2.3756, -2.1126, 3.4182], [-2.9905, -0.9967, 1.0062], [2.0692, 4.5940, -1.7780], [5.0329, -1.1267, -0.1710], [4.8717, -2.6228, 1.6921], [2.3025, 2.4611, -3.5320], [-0.7178, -4.8229, 0.3018], [-0.0846, -5.0466, 1.1601], [0.4098, -2.3004, 3.6262], [-5.1216, 2.3377, -4.3734], [-4.5670, 0.0023, -3.7587], [2.1322, -3.3118, -4.2910], [-3.4104, 4.1075, -4.1129], [2.3957, 1.6349, -4.2303], [-3.5377, -3.0320, -0.8271], [-0.4385, -5.5163, -0.5002], [0.0761, -2.8826, 0.6232], [1.9676, 5.4040, -1.0658], [2.6338, 0.5240, -1.8136], [3.9835, 3.5234, -4.3596], [-2.4886, -4.1998, 1.3367], [-2.3203, -0.5443, -2.8931], [1.5215, -1.8060, -2.4560], [-3.9042, -4.0561, -2.2073], [-0.1794, 0.9301, -5.2630], [-2.8060, -5.9811, -1.1350], [-2.0824, -2.5112, 4.3805], [8.0845, -2.3108, 0.6513], [4.2603, -3.1056, 2.4422], [-5.0427, -1.3846, 1.4669], [4.9092, 0.3251, -1.6645], [-2.2652, -5.9478, 1.2591], [-1.9862, -2.8300, -2.8926], [-4.1315, -5.3461, -0.1719], [3.7809, 5.4188, -2.7869], [-4.4706, -2.3654, 3.7147], [6.9885, -0.7968, -0.9738], [-1.1757, 3.5551, -3.2456], [6.7197, -3.4757, 2.3610], [0.4179, -0.5857, -7.1052], [0.4290, 3.5438, -0.9222], [-1.3176, -4.3992, -2.4235], [1.5814, -2.7217, -6.6312], [-3.2085, -0.4959, 0.0699]],
  "total_charge": -2,
  "spin_multiplicity": 2,
  "e_homo_ev": [-0.18, -0.21],
  "s_squared": 0.857,
  "lumo_ev": [3.8613, 3.8623],
  "orbital_gap_ev": [4.04, 4.07]
}

Record 3
{
  "formula": "CH4IPS2",
  "method": "wB97M-V/def2-TZVPD",
  "elements": ["I", "S", "S", "P", "C", "H", "H", "H", "H"],
  "coordinates": [[-1.1224, 0.1695, 3.0029], [-1.0339, 2.4374, -0.0885], [0.7937, 0.1056, -0.5262], [0.5692, -1.9747, -0.3169], [-0.6589, 0.6932, 0.0768], [-1.4714, 0.1165, -0.2954], [0.8272, -2.2542, -1.6675], [0.2240, 2.7399, -0.0202], [1.8725, -2.0332, -0.1650]],
  "total_charge": 0,
  "spin_multiplicity": 3,
  "e_homo_ev": [-7.20, -9.20],
  "s_squared": 2.008,
  "lumo_ev": [0.5250, -3.0103],
  "orbital_gap_ev": [7.73, 6.19]
}

no.,molecular weight (Da)
1,519.44
2,1110.38
3,238.06